# C52H80Cl12F4O12

12 unconnected molecules or ions with the total composition C52H80Cl12F4O12 at a distorted geometry (the ωB97M-V functional and the def2-TZVPD basis, the Open Molecules 2025 dataset).

Each line ends with the Löwdin charge.
CARTESIAN COORDINATES (ANGSTROEM)
C 20.23 7.63 23.70  -0.152
O 21.36 7.34 22.97  -0.161
C 22.34 8.37 23.09  -0.197
C 23.17 8.31 24.36  -0.178
O 22.43 8.77 25.49  -0.209
C 22.59 8.18 26.76  -0.198
C 22.26 9.17 27.89  -0.189
O 23.19 10.23 28.13  -0.185
C 23.03 11.32 27.26  -0.122
H 19.78 8.58 23.40  0.041
H 20.34 7.69 24.82  0.093
H 19.46 6.86 23.53  0.096
H 21.88 9.36 23.00  0.099
H 23.03 8.15 22.26  0.133
H 24.07 8.94 24.20  0.133
H 23.48 7.27 24.47  0.129
H 23.61 7.72 26.85  0.142
H 21.81 7.37 26.85  0.135
H 22.37 8.49 28.77  0.134
H 21.25 9.58 27.78  0.125
H 23.78 12.02 27.57  0.081
H 22.06 11.79 27.38  0.078
H 23.23 10.98 26.21  0.089
C 16.50 12.29 14.43  -0.103
O 17.61 12.19 15.34  -0.190
C 17.43 13.01 16.52  -0.190
C 18.44 12.69 17.53  -0.183
O 18.02 11.54 18.25  -0.170
C 18.99 11.16 19.24  -0.164
C 18.61 9.90 20.05  -0.184
O 17.33 9.94 20.63  -0.283
C 17.10 9.00 21.65  -0.145
H 16.27 13.34 14.33  0.036
H 15.59 11.73 14.76  0.072
H 16.80 12.04 13.42  0.040
H 16.39 12.83 16.86  0.101
H 17.40 14.06 16.23  0.100
H 18.61 13.47 18.27  0.122
H 19.39 12.44 17.02  0.121
H 19.06 11.86 20.05  0.067
H 19.91 10.98 18.66  0.106
H 19.34 9.78 20.92  0.136
H 18.73 9.03 19.40  0.117
H 17.84 9.22 22.40  0.026
H 17.25 8.00 21.23  0.099
H 16.06 9.11 22.01  0.097
C 27.01 11.56 12.68  -0.110
O 26.61 11.11 13.96  -0.178
C 25.45 10.29 13.88  -0.227
C 25.06 9.85 15.27  -0.185
O 24.72 10.97 16.08  -0.150
C 23.45 11.61 15.80  -0.155
C 22.91 12.18 17.09  -0.204
O 22.35 11.20 17.95  -0.205
C 22.31 11.61 19.30  -0.105
H 27.40 10.72 12.11  0.080
H 27.79 12.27 12.88  0.086
H 26.16 11.88 12.10  0.080
H 25.72 9.37 13.33  0.130
H 24.58 10.76 13.33  0.136
H 25.89 9.40 15.82  0.135
H 24.20 9.16 15.15  0.125
H 22.77 10.76 15.55  0.119
H 23.56 12.33 14.96  0.131
H 22.08 12.93 16.84  0.117
H 23.66 12.79 17.61  0.126
H 21.59 12.42 19.38  0.068
H 23.28 11.91 19.65  0.088
H 21.97 10.73 19.83  0.091
C 11.62 13.37 9.82  -0.125
O 10.46 12.66 9.57  -0.182
C 10.66 11.26 9.76  -0.164
C 10.58 10.87 11.25  -0.200
O 11.75 11.17 12.01  -0.152
C 11.42 10.86 13.36  -0.200
C 12.59 11.11 14.30  -0.179
O 13.73 10.21 14.02  -0.296
C 13.62 8.84 14.51  -0.083
H 12.45 12.85 9.33  0.087
H 11.87 13.39 10.86  0.045
H 11.51 14.37 9.40  0.093
H 11.58 10.98 9.26  0.104
H 9.77 10.73 9.34  0.136
H 10.42 9.81 11.31  0.116
H 9.74 11.42 11.70  0.132
H 11.11 9.80 13.41  0.135
H 10.61 11.51 13.73  0.130
H 12.14 10.98 15.30  0.106
H 13.01 12.10 14.17  0.077
H 12.83 8.85 15.27  0.080
H 14.61 8.53 14.84  0.042
H 13.27 8.20 13.64  0.099
Cl 14.32 10.83 17.22  0.633
C 15.52 9.80 18.03  -1.454
Cl 16.53 8.94 16.83  0.600
Cl 14.65 8.63 19.03  0.552
H 16.20 10.36 18.63  -0.034
Cl 20.20 13.18 22.26  0.525
C 19.27 12.54 23.66  -1.422
Cl 20.21 11.28 24.54  0.548
Cl 17.76 11.89 23.01  0.616
H 19.05 13.37 24.32  0.017
Cl 15.78 11.95 10.68  0.574
C 15.37 10.41 11.39  -1.479
Cl 16.79 9.52 11.88  0.570
Cl 14.42 9.39 10.13  0.449
H 14.72 10.49 12.26  -0.024
Cl 11.89 15.49 15.32  0.534
C 13.34 15.85 14.36  -1.469
Cl 13.55 14.65 13.08  0.584
Cl 14.81 15.88 15.41  0.527
H 13.21 16.85 13.98  0.012
F 20.14 5.74 14.54  0.048
C 20.14 7.03 14.96  -0.300
C 19.39 7.90 14.21  -0.019
C 19.44 9.22 14.59  -0.092
C 20.07 9.61 15.78  -0.085
C 20.68 8.65 16.58  -0.080
C 20.67 7.31 16.18  -0.017
H 18.92 7.57 13.28  0.110
H 19.06 10.00 14.01  0.072
H 20.04 10.69 15.99  0.094
H 21.21 8.93 17.49  0.099
H 21.03 6.49 16.81  0.127
F 15.80 16.67 11.78  0.041
C 17.08 16.29 11.77  -0.285
C 17.29 14.99 12.20  -0.042
C 18.58 14.59 12.21  -0.102
C 19.63 15.36 11.78  -0.112
C 19.41 16.66 11.38  -0.080
C 18.08 17.11 11.27  -0.004
H 16.52 14.36 12.50  0.041
H 18.80 13.57 12.53  0.118
H 20.62 14.92 11.78  0.104
H 20.27 17.31 11.15  0.118
H 17.74 18.09 10.92  0.124
F 21.42 15.63 19.27  0.059
C 20.75 15.78 18.13  -0.285
C 21.42 15.58 16.89  -0.017
C 20.65 15.67 15.75  -0.080
C 19.32 16.11 15.73  -0.082
C 18.70 16.37 16.94  -0.085
C 19.41 16.16 18.15  -0.019
H 22.46 15.30 16.86  0.103
H 21.15 15.46 14.82  0.095
H 18.81 16.18 14.77  0.096
H 17.69 16.71 17.03  0.089
H 18.96 16.50 19.10  0.128
F 16.25 14.68 18.82  0.025
C 15.20 13.98 19.37  -0.245
C 15.46 12.91 20.21  -0.023
C 14.37 12.20 20.71  -0.078
C 13.07 12.47 20.27  -0.102
C 12.88 13.47 19.35  -0.102
C 13.92 14.29 18.91  -0.013
H 16.47 12.62 20.42  0.085
H 14.57 11.34 21.37  0.107
H 12.23 11.89 20.61  0.102
H 11.91 13.65 18.91  0.102
H 13.70 14.96 18.13  0.067

Properties
total charge	0
structure (SMILES)	COCCOCCOC.COCCOCCOC.COCCOCCOC.COCCOCCOC.ClC(Cl)Cl.ClC(Cl)Cl.ClC(Cl)Cl.ClC(Cl)Cl.Fc1ccccc1.Fc1ccccc1.Fc1ccccc1.Fc1ccccc1

# C52H83ClN5O28S

9 unconnected molecules or ions with the total composition C52H83ClN5O28S at a distorted geometry (the ωB97M-V functional and the def2-TZVPD basis, the Open Molecules 2025 dataset).

Each line ends with the Löwdin charge.
CARTESIAN COORDINATES (ANGSTROEM)
C -0.42 4.23 1.99  -0.107
O -0.18 4.47 3.38  -0.172
C 0.26 3.21 3.87  -0.263
C 0.95 3.31 5.25  -0.145
C 1.89 2.07 5.44  -0.134
C 3.26 2.48 4.79  -0.115
N 4.32 1.47 4.98  0.047
C 5.54 2.03 5.63  -0.172
O 5.31 1.98 7.02  -0.137
C 6.38 2.61 7.76  -0.210
O 7.65 2.43 7.23  -0.109
C 8.31 1.27 7.71  -0.174
C 9.88 1.55 7.69  -0.200
O 10.15 2.93 7.46  -0.062
C 4.21 0.22 4.63  -0.277
N 5.17 -0.80 4.87  -0.263
S 5.67 -0.96 6.58  0.899
C 4.39 -2.09 4.74  -0.745
Cl 5.24 -3.63 4.88  0.722
C 3.40 -1.81 3.60  -0.216
C 4.19 -2.15 2.28  -0.152
C 3.98 -3.63 1.80  -0.192
C 5.27 -4.06 1.03  -0.257
N 6.47 -4.11 1.89  -0.032
N 3.17 -0.38 3.95  0.091
C 2.62 0.27 2.73  -0.314
C 3.52 0.96 1.93  -0.014
C 3.06 1.57 0.69  0.017
C 1.68 1.33 0.48  -0.035
C 0.93 0.63 1.43  -0.142
N 1.31 0.07 2.58  0.165
H -0.85 3.21 1.91  0.086
H 0.54 4.22 1.43  0.070
H -1.14 4.94 1.57  0.100
H 1.03 2.84 3.16  0.098
H -0.56 2.46 3.96  0.140
H 0.25 3.46 6.09  0.121
H 1.60 4.21 5.20  0.112
H 2.07 1.92 6.52  0.123
H 1.44 1.18 4.96  0.096
H 3.55 3.40 5.33  0.131
H 3.12 2.78 3.73  0.106
H 6.38 1.39 5.29  0.129
H 5.67 3.09 5.32  0.155
H 6.10 3.69 7.83  0.151
H 6.31 2.21 8.79  0.143
H 8.15 0.39 7.06  0.080
H 8.07 1.02 8.76  0.127
H 10.36 0.92 6.90  0.118
H 10.34 1.25 8.65  0.116
H 10.59 2.98 6.60  0.091
H 6.74 -1.80 6.48  -0.085
H 3.73 -2.08 5.63  0.081
H 2.48 -2.42 3.59  0.154
H 3.96 -1.52 1.40  0.110
H 5.27 -1.99 2.49  0.103
H 3.14 -3.66 1.07  0.119
H 3.76 -4.30 2.64  0.060
H 5.48 -3.29 0.26  0.115
H 5.15 -5.06 0.58  0.115
H 7.23 -3.53 1.54  0.064
H 6.81 -5.06 2.03  0.066
H 4.57 1.02 2.21  0.117
H 3.65 2.12 -0.03  0.118
H 1.20 1.70 -0.44  0.092
H -0.15 0.52 1.21  0.116
C 4.97 7.53 1.85  -0.013
C 4.50 6.20 1.31  -0.328
C 3.42 5.56 2.13  -0.084
O 3.61 4.16 1.87  0.015
C 4.94 4.01 1.57  -0.544
O 5.50 2.97 1.46  0.146
O 5.54 5.21 1.39  0.103
H 5.81 7.90 1.26  0.092
H 4.17 8.27 1.81  0.097
H 5.32 7.43 2.88  0.093
H 4.20 6.29 0.27  0.163
H 2.42 5.87 1.83  0.142
H 3.53 5.72 3.21  0.142
C 3.34 3.43 -4.68  -0.018
C 1.91 3.51 -4.19  -0.329
C 1.32 4.90 -4.26  -0.090
O 0.35 4.86 -3.21  0.074
C 0.79 3.96 -2.29  -0.548
O 0.33 3.82 -1.20  0.139
O 1.84 3.24 -2.78  0.076
H 3.73 2.42 -4.53  0.091
H 3.39 3.66 -5.75  0.096
H 3.99 4.11 -4.14  0.090
H 1.29 2.78 -4.71  0.164
H 0.85 5.10 -5.22  0.144
H 2.04 5.69 -4.04  0.141
C -3.32 -1.72 -1.24  -0.025
C -1.98 -1.21 -1.70  -0.326
C -1.99 0.20 -2.21  -0.094
O -0.90 0.20 -3.13  0.047
C -0.76 -1.07 -3.58  -0.559
O -0.07 -1.39 -4.50  0.161
O -1.52 -1.93 -2.85  0.088
H -3.26 -2.77 -0.96  0.090
H -3.68 -1.15 -0.38  0.071
H -4.06 -1.64 -2.04  0.092
H -1.24 -1.34 -0.90  0.154
H -1.84 0.94 -1.42  0.135
H -2.91 0.46 -2.76  0.140
C -8.27 0.24 -2.50  -0.006
C -7.71 -0.91 -1.69  -0.318
C -8.52 -1.26 -0.48  -0.084
O -7.52 -1.83 0.39  0.075
C -6.34 -1.26 0.05  -0.550
O -5.33 -1.36 0.68  0.118
O -6.44 -0.57 -1.11  0.084
H -7.60 0.50 -3.31  0.057
H -9.25 -0.01 -2.92  0.102
H -8.38 1.13 -1.88  0.094
H -7.57 -1.78 -2.33  0.122
H -9.31 -1.98 -0.69  0.139
H -8.95 -0.39 0.02  0.141
C -0.59 -7.20 4.97  -0.019
C 0.74 -6.69 4.49  -0.334
C 0.72 -5.26 4.01  -0.096
O 1.79 -5.24 3.06  0.009
C 1.90 -6.51 2.57  -0.545
O 2.56 -6.80 1.63  0.174
O 1.16 -7.38 3.30  0.096
H -0.53 -8.26 5.21  0.091
H -0.92 -6.66 5.86  0.093
H -1.35 -7.10 4.19  0.093
H 1.51 -6.84 5.25  0.161
H 0.90 -4.55 4.82  0.137
H -0.20 -4.99 3.50  0.143
C -4.83 3.26 -5.74  -0.018
C -5.49 2.04 -6.32  -0.334
C -6.45 2.33 -7.45  -0.091
O -7.36 1.24 -7.36  0.051
C -7.37 0.83 -6.06  -0.547
O -8.15 0.07 -5.60  0.163
O -6.35 1.41 -5.36  0.074
H -4.22 2.99 -4.88  0.081
H -4.19 3.75 -6.48  0.093
H -5.57 3.98 -5.39  0.093
H -4.73 1.31 -6.62  0.160
H -5.96 2.35 -8.42  0.135
H -7.01 3.26 -7.31  0.145
C -6.24 -3.22 -10.33  -0.021
C -5.68 -1.82 -10.28  -0.335
C -6.52 -0.85 -9.49  -0.106
O -6.20 0.40 -10.11  0.045
C -5.86 0.12 -11.40  -0.547
O -5.73 0.94 -12.25  0.173
O -5.70 -1.21 -11.58  0.090
H -5.64 -3.85 -10.99  0.088
H -6.25 -3.67 -9.34  0.091
H -7.26 -3.23 -10.73  0.093
H -4.65 -1.84 -9.93  0.159
H -6.25 -0.84 -8.43  0.131
H -7.59 -1.03 -9.58  0.149
C -5.41 -6.94 -1.98  -0.019
C -6.06 -5.94 -2.90  -0.331
C -5.38 -4.60 -2.94  -0.096
O -6.45 -3.72 -3.28  0.054
C -7.59 -4.30 -2.82  -0.543
O -8.65 -3.75 -2.76  0.164
O -7.37 -5.58 -2.43  0.097
H -6.00 -7.85 -1.94  0.090
H -4.41 -7.19 -2.33  0.093
H -5.34 -6.55 -0.97  0.092
H -6.17 -6.36 -3.91  0.162
H -4.59 -4.55 -3.69  0.145
H -4.97 -4.29 -1.97  0.128

Properties
total charge	+1

One value per record, in order, for DFT total energy: -240922.4951, -143401.6968 eV.